(1)
# CH2IOP

An isolated molecule of CH2IOP at a distorted geometry (wB97M-V/def2-TZVPD, OMol25).

The geometry in XYZ format:
```
6
Properties=species:S:1:pos:R:3:mulliken_charge:R:1
C 1.52 -0.77 0.33 -0.650
O -2.12 1.96 -0.20 -0.361
P -2.47 0.87 -1.12 0.260
I -0.25 -0.76 -0.86 0.217
H 1.95 0.25 0.70 0.284
H 1.37 -1.55 1.15 0.251
```

Energy above the lowest of the compared OMol25 structures with the same formula, charge and spin ... 75.51 kcal per mole
Frontier orbital gap (spin up / spin down) ... 7.96 / 5.53 eV
Largest force on an atom ... 2.3 eV Å⁻¹
Multiplicity ... 1

***

(2)
# C69H85NO37

A cluster of 15 separate species, C69H85NO37 in total at a distorted geometry (wB97M-V/def2-TZVPD, OMol25).

The geometry in XYZ format:
```
192
Properties=species:S:1:pos:R:3:mulliken_charge:R:1
C -1.94 -2.14 -1.05 -0.728
O -0.88 -1.26 -0.53 -0.283
C 0.42 -1.90 -0.90 -0.671
C 1.53 -1.06 -0.23 -0.573
N 1.60 0.18 -1.01 -0.291
C 2.41 1.21 -0.45 -1.065
C 1.79 1.90 0.81 -0.161
O 0.70 2.68 0.49 -0.290
C 0.06 3.19 1.64 -0.763
H -1.77 -3.04 -0.47 0.319
H -1.98 -2.21 -2.14 0.273
H -2.89 -1.73 -0.71 0.230
H 0.56 -1.96 -1.98 0.365
H 0.47 -2.89 -0.45 0.459
H 2.51 -1.54 -0.32 0.391
H 1.34 -0.93 0.84 0.261
H 0.68 0.51 -1.26 0.295
H 2.66 1.83 -1.31 0.392
H 3.44 0.92 -0.23 0.394
H 2.54 2.43 1.41 0.404
H 1.37 1.09 1.41 0.184
H -0.14 2.41 2.37 0.318
H -0.88 3.66 1.35 0.239
H 0.63 4.01 2.08 0.299
C -0.86 4.10 12.22 -0.461
C -0.78 4.04 13.60 -0.524
C -0.01 3.06 14.21 0.831
C 0.81 2.24 13.49 -0.771
C 0.67 2.31 12.11 -0.149
C -0.23 3.18 11.50 0.196
O -0.25 3.16 10.13 -0.556
O -0.03 3.01 15.51 -0.521
H -1.37 4.95 11.81 0.350
H -1.25 4.69 14.32 0.234
H 1.46 1.58 14.05 0.399
H 1.27 1.68 11.49 0.370
H -0.08 4.04 9.80 0.311
H -0.61 3.64 15.95 0.290
C -9.01 -8.34 -3.38 -0.486
C -7.97 -8.38 -2.35 -0.610
C -7.09 -9.43 -2.32 0.719
C -7.28 -10.48 -3.13 -0.432
C -8.22 -10.44 -4.12 -0.601
C -9.08 -9.36 -4.28 0.639
O -10.03 -9.35 -5.26 -0.544
O -6.06 -9.40 -1.43 -0.521
H -9.63 -7.47 -3.53 0.251
H -7.71 -7.50 -1.78 0.338
H -6.79 -11.43 -2.95 0.297
H -8.49 -11.30 -4.71 0.379
H -10.60 -8.58 -5.33 0.298
H -5.55 -10.21 -1.53 0.275
C 5.73 2.08 -7.70 -0.285
C 6.09 2.89 -8.78 -0.620
C 7.09 2.47 -9.63 0.434
C 7.69 1.24 -9.50 -0.477
C 7.33 0.45 -8.39 -0.444
C 6.29 0.83 -7.55 0.508
O 5.92 0.13 -6.47 -0.526
O 7.46 3.28 -10.69 -0.569
H 5.00 2.46 -7.00 0.258
H 5.74 3.89 -9.00 0.368
H 8.42 0.90 -10.23 0.363
H 7.90 -0.45 -8.23 0.384
H 5.17 0.52 -6.02 0.291
H 7.34 2.96 -11.58 0.316
C 1.86 8.56 -6.06 -0.464
C 1.19 7.83 -5.04 -0.586
C -0.14 8.26 -4.70 1.009
C -0.81 9.30 -5.33 -0.908
C -0.08 9.97 -6.30 -0.179
C 1.26 9.71 -6.66 0.322
O 1.93 10.30 -7.67 -0.528
O -0.71 7.57 -3.61 -0.538
H 2.94 8.52 -6.17 0.342
H 1.75 7.11 -4.46 0.259
H -1.86 9.52 -5.20 0.428
H -0.58 10.71 -6.91 0.246
H 1.37 10.80 -8.29 0.312
H -0.06 7.02 -3.16 0.284
C -2.51 -4.98 4.68 -0.326
C -1.56 -4.23 5.34 -0.720
C -1.99 -3.11 6.10 0.793
C -3.29 -2.78 6.23 -0.630
C -4.25 -3.71 5.75 -0.420
C -3.87 -4.81 4.92 0.340
O -4.91 -5.58 4.32 -0.530
O -1.03 -2.41 6.74 -0.541
H -2.21 -5.87 4.15 0.323
H -0.54 -4.59 5.29 0.422
H -3.72 -1.93 6.75 0.323
H -5.26 -3.59 6.09 0.367
H -4.58 -6.22 3.68 0.287
H -1.19 -1.47 6.89 0.313
C 1.67 -9.67 1.53 -0.527
C 0.68 -10.51 1.07 -0.642
C -0.08 -11.24 2.05 0.687
C 0.24 -11.18 3.41 -0.333
C 1.31 -10.44 3.85 -0.653
C 2.00 -9.67 2.92 0.624
O 3.08 -9.07 3.52 -0.499
O -1.09 -12.10 1.69 -0.547
H 2.11 -9.00 0.80 0.314
H 0.49 -10.72 0.03 0.381
H -0.25 -11.92 4.02 0.232
H 1.43 -10.37 4.92 0.373
H 3.54 -8.45 2.95 0.291
H -1.58 -12.62 2.32 0.301
C 7.11 -2.56 5.11 -0.892
C 7.65 -1.62 5.98 -0.060
C 9.00 -1.41 6.07 0.414
C 9.84 -2.19 5.33 -0.483
C 9.36 -2.98 4.36 -0.661
C 7.99 -3.18 4.28 0.903
O 7.49 -3.99 3.29 -0.539
O 9.36 -0.59 7.09 -0.529
H 6.06 -2.76 4.96 0.380
H 6.84 -1.16 6.53 0.232
H 10.90 -2.00 5.39 0.366
H 10.03 -3.48 3.67 0.287
H 8.13 -3.94 2.58 0.295
H 8.54 -0.20 7.40 0.286
C 2.95 -5.49 -7.33 -0.252
C 2.47 -5.39 -8.78 -0.268
O 3.65 -5.53 -9.56 -0.337
C 4.71 -5.83 -8.76 0.709
O 5.92 -5.67 -9.07 -0.543
O 4.17 -6.04 -7.55 -0.344
H 2.28 -6.17 -6.80 0.240
H 2.99 -4.54 -6.81 0.258
H 1.85 -4.50 -8.89 0.307
H 1.89 -6.31 -8.89 0.231
C -7.67 7.18 4.67 -0.258
C -6.30 7.77 4.75 -0.311
O -5.55 6.94 5.52 -0.295
C -6.10 5.72 5.43 0.668
O -5.68 4.70 5.83 -0.535
O -7.34 5.79 5.02 -0.341
H -7.94 7.11 3.61 0.223
H -8.49 7.44 5.34 0.272
H -6.38 8.78 5.15 0.306
H -6.01 7.84 3.70 0.270
C 8.87 7.52 6.80 -0.249
C 9.08 6.16 6.23 -0.260
O 7.84 5.52 6.43 -0.302
C 6.86 6.36 6.60 0.696
O 5.63 6.14 6.48 -0.553
O 7.47 7.63 6.80 -0.357
H 9.40 8.32 6.28 0.285
H 9.20 7.63 7.83 0.233
H 9.82 5.65 6.85 0.243
H 9.48 6.09 5.22 0.265
C -3.30 1.27 -6.97 -0.248
C -2.18 2.03 -6.32 -0.308
O -1.09 1.56 -6.99 -0.315
C -1.45 0.97 -8.12 0.709
O -0.76 0.67 -9.05 -0.562
O -2.73 0.67 -8.08 -0.312
H -4.14 1.93 -7.20 0.257
H -3.63 0.46 -6.32 0.268
H -2.17 2.02 -5.23 0.268
H -2.12 3.11 -6.51 0.242
C -3.11 -9.29 -8.58 -0.272
C -2.54 -9.12 -7.26 -0.249
O -2.83 -7.82 -6.87 -0.318
C -3.66 -7.24 -7.75 0.717
O -4.19 -6.13 -7.66 -0.587
O -3.98 -8.15 -8.63 -0.331
H -3.58 -10.25 -8.80 0.298
H -2.29 -9.09 -9.26 0.234
H -1.47 -9.32 -7.34 0.254
H -2.94 -9.87 -6.58 0.253
C -7.95 2.29 -1.37 -0.296
C -6.70 2.73 -0.56 -0.274
O -6.41 4.03 -1.08 -0.293
C -7.03 4.16 -2.22 0.698
O -7.03 5.17 -2.90 -0.579
O -7.73 3.04 -2.52 -0.329
H -8.84 2.49 -0.77 0.245
H -8.14 1.24 -1.60 0.299
H -5.78 2.16 -0.62 0.295
H -7.13 2.85 0.44 0.235
C -0.61 12.42 1.82 -0.297
C -1.08 12.71 0.41 -0.283
O -2.34 13.30 0.68 -0.334
C -2.76 12.90 1.92 0.650
O -3.79 13.21 2.40 -0.495
O -1.80 12.20 2.53 -0.311
H 0.05 13.14 2.31 0.261
H 0.09 11.59 1.76 0.292
H -1.15 11.86 -0.27 0.246
H -0.46 13.42 -0.13 0.271
```

Energy above the lowest of the compared OMol25 structures with the same formula, charge and spin ... 209.40 kcal per mole
Frontier orbital gap ... 7.90 eV
Largest force on an atom ... 5.3 eV Å⁻¹
Multiplicity ... 1

***

(3)
# C36H30Br2NOPtSb2

A structure of composition C36H30Br2NOPtSb2 at a distorted geometry (wB97M-V/def2-TZVPD, OMol25).

The geometry in XYZ format:
```
73
Properties=species:S:1:pos:R:3:mulliken_charge:R:1
Pt 0.99 0.84 0.82 1.901
Br 0.66 5.91 0.53 0.119
C 2.12 4.92 1.06 -0.143
C 3.31 5.51 1.42 -0.546
C 4.41 4.73 1.81 0.199
Br 5.96 5.58 2.25 0.083
C 4.34 3.28 1.86 0.512
C 5.40 2.44 2.23 -0.540
C 5.20 1.08 2.23 -1.010
C 3.96 0.56 1.86 0.092
N 2.94 1.34 1.51 -0.383
C 3.13 2.67 1.51 0.555
C 1.99 3.47 1.08 0.510
O 0.92 2.89 0.75 -0.656
H 3.40 6.58 1.41 0.509
H 6.35 2.86 2.51 0.415
H 6.00 0.40 2.51 0.455
H 3.79 -0.51 1.86 0.497
C -0.87 -1.19 2.57 -1.319
C -2.29 -0.74 2.36 -0.386
C -2.43 0.72 1.93 -1.220
Sb -1.52 0.96 0.02 0.209
C -2.57 -0.46 -1.13 1.199
C -2.11 -1.01 -2.33 -0.506
C -2.94 -1.87 -3.05 -0.588
C -4.21 -2.17 -2.59 -0.689
C -4.68 -1.60 -1.41 -0.803
C -3.86 -0.74 -0.68 -0.782
C -1.94 2.87 -0.73 0.699
C -1.40 3.26 -1.96 -0.642
C -1.73 4.50 -2.48 -0.719
C -2.59 5.34 -1.78 -0.598
C -3.12 4.95 -0.56 -0.824
C -2.80 3.71 -0.03 -0.296
Sb 0.62 -1.71 0.77 0.775
C 0.67 -3.76 1.23 -0.032
C -0.59 -4.34 1.34 0.208
C -0.68 -5.71 1.53 -0.798
C 0.48 -6.47 1.61 -0.563
C 1.73 -5.88 1.51 -0.648
C 1.84 -4.51 1.31 -0.521
C 0.82 -1.89 -1.29 1.071
C 0.69 -3.15 -1.88 -0.421
C 0.89 -3.31 -3.24 -0.825
C 1.24 -2.22 -4.03 -0.608
C 1.40 -0.97 -3.45 -0.578
C 1.20 -0.80 -2.09 -0.882
H -0.75 -2.18 3.01 0.690
H -0.25 -0.45 3.07 0.630
H -2.75 -0.85 3.36 0.538
H -2.84 -1.43 1.71 0.128
H -1.90 1.38 2.61 0.579
H -3.47 1.03 1.90 0.579
H -1.14 -0.77 -2.72 0.510
H -2.58 -2.29 -3.98 0.483
H -4.85 -2.83 -3.16 0.445
H -5.68 -1.81 -1.06 0.459
H -4.26 -0.29 0.22 0.331
H -0.74 2.60 -2.52 0.460
H -1.32 4.81 -3.43 0.452
H -2.85 6.30 -2.20 0.461
H -3.81 5.60 -0.03 0.449
H -3.23 3.41 0.92 0.395
H -1.50 -3.75 1.27 0.309
H -1.65 -6.18 1.61 0.453
H 0.40 -7.54 1.77 0.436
H 2.62 -6.48 1.59 0.441
H 2.81 -4.06 1.22 0.382
H 0.41 -4.02 -1.29 0.434
H 0.78 -4.29 -3.69 0.454
H 1.40 -2.35 -5.09 0.440
H 1.70 -0.12 -4.06 0.441
H 1.35 0.18 -1.65 0.141
```

Energy above the lowest of the compared OMol25 structures with the same formula, charge and spin ... 4.39 kcal per mole
Frontier orbital gap (spin up / spin down) ... 3.15 / 3.22 eV
Largest force on an atom ... 2.1 eV Å⁻¹
Multiplicity ... 1
Charge ... +3

***

(4)
# ArH20O10

A structure of composition ArH20O10 (wB97M-V/def2-TZVPD, OMol25).

The geometry in XYZ format:
```
31
Properties=species:S:1:pos:R:3:mulliken_charge:R:1
Ar 2.21 -1.85 -13.26 -0.004
O 2.07 2.23 -12.10 -0.604
H 2.87 1.70 -12.12 0.296
H 2.37 3.13 -12.23 0.309
O -0.42 -3.90 -15.45 -0.729
H -0.52 -4.59 -14.79 0.309
H -1.27 -3.87 -15.89 0.328
O 3.53 -5.38 -14.80 -0.657
H 3.13 -4.92 -15.54 0.366
H 2.92 -6.09 -14.60 0.280
O 1.98 -4.31 -16.98 -0.689
H 2.15 -3.62 -17.62 0.321
H 1.32 -3.94 -16.39 0.353
O 4.87 -3.75 -12.90 -0.599
H 4.55 -4.31 -13.61 0.396
H 4.84 -2.87 -13.26 0.287
O -1.43 -1.70 -13.90 -0.674
H -1.13 -0.87 -14.29 0.390
H -1.07 -2.37 -14.48 0.365
O 5.74 -1.08 -13.87 -0.680
H 6.14 -1.57 -13.15 0.333
H 5.31 -0.34 -13.46 0.317
O 2.45 -3.86 -10.19 -0.613
H 3.11 -4.18 -10.81 0.317
H 2.39 -4.56 -9.53 0.289
O -0.83 -1.48 -11.02 -0.614
H -0.96 -1.30 -11.95 0.347
H -1.71 -1.68 -10.69 0.283
O -0.27 0.47 -15.61 -0.645
H -0.87 0.59 -16.35 0.315
H 0.56 0.22 -16.02 0.307
```

Energy above the lowest of the compared OMol25 structures with the same formula, charge and spin ... 16.13 kcal per mole
Frontier orbital gap ... 10.14 eV
Largest force on an atom ... 0.8 eV Å⁻¹
Multiplicity ... 1